ORCA calculation (wB97M-V/def2-TZVPD) on a structure of composition C10H14N2 at a distorted geometry.

XYZ file:
```
26
C10H14N2, DFT wB97M-V/def2-TZVPD
C -1.70666 -0.97244 -0.31788
C -0.70264 -0.16200 0.08848
C -0.80572 1.25211 0.22016
C 1.17564 0.79054 0.42438
C 2.97972 1.31430 0.44288
C -3.11744 -0.48350 -0.17852
C -2.16262 1.86988 0.14962
C -3.08903 0.96664 -0.64962
C 3.95915 0.21525 0.58463
C 1.39306 -1.63250 -0.09713
N 0.32944 1.82879 0.56701
N 0.64541 -0.39967 0.04964
H -1.49059 -2.02067 -0.60678
H 3.06119 2.23504 0.99827
H -3.79356 -1.10072 -0.75852
H -3.50320 -0.49294 0.87830
H -2.49271 1.81583 1.19539
H -2.17663 2.97943 -0.20278
H -2.70868 1.00152 -1.58890
H -4.15708 1.25570 -0.57571
H 4.97637 0.55753 0.79442
H 4.24216 -0.24263 -0.37741
H 3.48348 -0.45591 1.30643
H 1.47904 -1.85739 -1.15203
H 2.30790 -1.49157 0.43720
H 0.83966 -2.31548 0.49190
```

Properties
Spin multiplicity: 1
Relative energy (zero: lowest compared OMol25 entry of this formula, charge and spin) (kJ/mol): 471.86
Highest occupied orbital energy (spin up / spin down) (Eh): -0.227 / -0.294
HOMO-LUMO gap (spin up / spin down) (eV): 6.39 / 8.41

=====

ORCA calculation (wB97M-V/def2-TZVPD) on a cluster of 2 separate species, C3H5BrClNO4 in total at a distorted geometry.

XYZ file:
```
15
C3H5BrClNO4, DFT wB97M-V/def2-TZVPD
O -0.02825 -2.61643 -1.03768
N -0.41039 -2.08577 -0.03832
O -0.64336 -2.61522 1.01937
C -0.55454 -0.59539 0.00098
C -0.50429 -0.05324 -1.20649
O -0.57298 1.33219 -1.37867
C -0.70807 0.18178 1.28910
O 0.25353 1.10052 1.45450
Cl -2.32893 1.03428 1.30656
H -0.37272 -0.78587 -2.02938
H -0.77521 1.51012 -2.26230
H -0.65134 -0.47091 2.26568
H 0.19518 1.58113 0.64441
Br 3.55285 0.53732 -0.13355
H 3.54853 1.94549 0.10579
```

Properties
SMILES: O=[N+]([O-])/C(=C/O)[C@@H](O)Cl.Br
Spin multiplicity: 1
Relative energy (zero: lowest compared OMol25 entry of this formula, charge and spin) (kJ/mol): 25.87
Highest occupied orbital energy (Eh): -0.384
HOMO-LUMO gap (eV): 10.14

=====

ORCA calculation (wB97M-V/def2-TZVPD) on a structure of composition C35H33AsN5O4Pt.

XYZ file:
```
79
C35H33AsN5O4Pt, DFT wB97M-V/def2-TZVPD
Pt 0.92651 -0.29895 0.88890
O 2.26547 1.37922 -0.66468
C 3.46255 1.63989 -0.63630
C 4.46581 0.77295 0.06523
C 4.40192 1.28046 1.52849
C 4.51021 2.80411 1.73603
C 3.29915 3.64448 1.27839
C 3.27412 3.96370 -0.22890
N 3.92716 2.88114 -0.98894
H 5.46732 0.90774 -0.34682
H 4.19473 -0.28174 0.01018
H 5.18655 0.78283 2.09948
H 3.44929 0.95512 1.95648
H 5.43153 3.18405 1.27918
H 4.63575 2.95982 2.80852
H 3.29173 4.58527 1.83151
H 2.38373 3.11606 1.55999
H 3.81748 4.88073 -0.45150
H 2.25446 4.08326 -0.58753
H 4.93313 2.94366 -0.92834
C 1.20225 -2.10990 -2.96916
C 1.15626 -1.19038 -1.94506
N 1.04562 -1.57991 -0.66598
C 0.95576 -2.88204 -0.37674
C 0.94057 -3.86461 -1.35219
C 1.09084 -3.45963 -2.67405
C 0.79225 -5.28523 -0.98866
C -0.08668 -5.81539 -0.13946
C -1.18341 -5.14960 0.59184
C -1.70331 -5.74743 1.73279
C -2.72975 -5.08650 2.38714
N -3.22828 -3.93715 1.94453
C -2.67919 -3.46053 0.83342
N -1.68578 -3.99419 0.13528
H 1.30643 -1.76230 -3.98679
H 1.22802 -0.12462 -2.11045
H 0.87650 -3.13266 0.67276
H 1.10238 -4.19650 -3.46729
H 1.49136 -5.96081 -1.47004
H -0.00844 -6.87997 0.05038
H -1.31665 -6.68819 2.09887
H -3.16866 -5.49200 3.29132
H -3.09322 -2.53083 0.45818
O 0.77438 0.30736 4.65862
N 0.92153 -0.04760 3.53054
O 1.11314 -1.21212 3.15276
O 0.88685 0.85596 2.56181
C -4.71610 0.16544 3.00152
C -3.49155 0.62794 3.46495
C -2.42216 0.75536 2.59217
C -2.58913 0.42413 1.25113
C -3.81618 -0.02883 0.78063
C -4.87852 -0.16033 1.66282
As -1.09733 0.61668 0.06178
C -0.91202 2.46050 -0.41787
C -0.55199 3.52135 0.39224
C -0.46400 4.78793 -0.17093
C -0.72199 4.96782 -1.52488
C -1.08108 3.89581 -2.33024
C -1.18533 2.62579 -1.77789
C -1.59254 1.39517 -2.49862
C -1.91082 1.30526 -3.84809
C -2.29703 0.08530 -4.38703
C -2.36640 -1.05791 -3.59864
C -2.03568 -0.98970 -2.25252
C -1.66325 0.23432 -1.71984
H -5.54670 0.05888 3.68614
H -3.36408 0.88349 4.50820
H -1.46725 1.10803 2.96235
H -3.94988 -0.27061 -0.26695
H -5.83370 -0.51765 1.30213
H -0.34279 3.37309 1.44509
H -0.19607 5.63586 0.44551
H -0.64935 5.95730 -1.95629
H -1.28667 4.05870 -3.38016
H -1.86636 2.18055 -4.48264
H -2.55129 0.02561 -5.43704
H -2.67275 -1.99931 -4.03475
H -2.05934 -1.88302 -1.63601
```

Properties
Spin multiplicity: 1
Relative energy (zero: lowest compared OMol25 entry of this formula, charge and spin) (kJ/mol): 59.01
Highest occupied orbital energy (spin up / spin down) (Eh): -0.409 / -0.409
Total charge: +1
HOMO-LUMO gap (spin up / spin down) (eV): 7.59 / 7.59

=====

ORCA calculation (wB97M-V/def2-TZVPD) on an isolated molecule of C16H23BN2O4 at a distorted geometry.

XYZ file:
```
46
C16H23BN2O4, DFT wB97M-V/def2-TZVPD
C -0.60198 3.48943 3.64330
C -1.78818 3.23395 3.13926
C -1.95985 3.30103 1.69785
O -1.03928 3.59428 0.96852
N -3.19785 2.92265 1.17130
C -4.26619 2.40301 2.05552
C -3.34280 2.58914 -0.27332
C -2.53401 1.35587 -0.54993
O -3.05012 0.27913 -0.32644
N -1.22439 1.58950 -0.93421
C -0.20146 0.57785 -0.76925
C -0.24807 -0.51362 -1.81746
C 0.64205 -1.63748 -1.39822
C 0.41654 -2.27611 -0.15586
C 1.25777 -3.28553 0.26318
C 2.30088 -3.73222 -0.52524
C 3.24424 -4.73004 0.05246
C 2.53140 -3.14283 -1.78754
C 3.71827 -3.54258 -2.60028
C 1.69268 -2.09345 -2.16869
B 1.24187 1.25638 -0.56065
O 2.33114 0.72778 -1.19165
O 1.42893 2.36766 0.22269
H -0.41180 3.45139 4.68936
H 0.26675 3.77556 3.02331
H -2.57096 2.82633 3.74545
H -4.43173 3.09415 2.87303
H -3.99926 1.40741 2.46203
H -5.20127 2.26135 1.50931
H -4.40913 2.45947 -0.48685
H -2.95566 3.43757 -0.88121
H -0.85716 2.54503 -0.93300
H -0.24251 0.17476 0.24761
H 0.06759 -0.13400 -2.80414
H -1.29698 -0.90778 -1.88477
H -0.38459 -1.93353 0.45537
H 1.06793 -3.76169 1.20909
H 3.41148 -4.43081 1.09288
H 2.78960 -5.72044 0.00347
H 4.22379 -4.76918 -0.40957
H 3.55470 -3.33686 -3.67522
H 4.63627 -3.04739 -2.27041
H 3.88456 -4.62136 -2.54331
H 1.83617 -1.64772 -3.13086
H 3.06664 1.39562 -1.07028
H 0.60396 2.74836 0.62333
```

Properties
SMILES: C=CC(=O)N(C)CC(=O)N[C@@H](Cc1ccc(C)c(C)c1)B(O)O
Spin multiplicity: 1
Relative energy (zero: lowest compared OMol25 entry of this formula, charge and spin) (kJ/mol): 12.81
Highest occupied orbital energy (Eh): -0.299
HOMO-LUMO gap (eV): 8.31